The following is a DFT calculation (the ωB97M-V functional and the def2-TZVPD basis) of a cluster of 2 separate species, C4H6INO in total at a distorted geometry.

Results
E_HOMO (alpha / beta), eV: -7.9 / -8.7
Energy relative to the best compared isomer or geometry (same formula, charge and spin), kJ/mol: 443.49
Gap between HOMO and LUMO (alpha / beta), eV: 7.24 / 8.51

Structure (XYZ):
```
13
C4H6INO (the ωB97M-V functional and the def2-TZVPD basis)
C -0.26 1.47 -0.06
C -1.80 -0.44 0.51
C 1.77 -0.50 -1.51
C -0.59 0.40 0.74
N -0.13 2.24 -0.90
O 0.27 -0.22 1.56
I 3.29 -0.04 -0.20
H -2.67 0.19 0.43
H -1.75 -1.22 1.41
H -1.66 -0.99 -0.38
H 1.03 -1.31 -1.12
H 1.35 0.23 -2.14
H 1.16 0.20 1.66
```

Table of Löwdin atomic charges, one value per atom, all in e:
1 C -0.24
2 C -0.02
3 C -0.58
4 C -0.41
5 N 0.17
6 O -0.01
7 I 0.80
8 H 0.08
9 H 0.14
10 H 0.06
11 H 0.01
12 H -0.06
13 H 0.06

***

The following is a DFT calculation (the ωB97M-V functional and the def2-TZVPD basis) of a structure of composition C22H30F6N5O4S2SeSi2Sn.

Results
E_HOMO, eV: -11.0
Charge: +1
Gap between HOMO and LUMO, eV: 5.89

Structure (XYZ):
```
73
C22H30F6N5O4S2SeSi2Sn (the ωB97M-V functional and the def2-TZVPD basis)
Sn -0.26 1.31 -0.14
C -0.81 3.20 4.09
Si 0.58 2.40 3.18
C 1.95 1.69 4.20
C 1.27 3.60 1.94
N -0.11 1.01 2.22
C -0.73 0.00 2.69
C -0.98 -0.24 4.12
C -1.79 -1.22 4.52
C -2.44 -2.12 3.56
C -2.21 -2.03 2.25
C -1.30 -1.02 1.71
N -0.97 -0.92 0.47
Si -1.72 -1.86 -0.89
C -1.22 -3.64 -0.77
C -3.55 -1.57 -0.87
C -1.01 -1.06 -2.41
H -0.45 4.07 4.64
H -1.33 2.55 4.79
H -1.54 3.56 3.35
H 2.39 2.46 4.84
H 2.73 1.32 3.53
H 1.65 0.86 4.85
H 1.20 4.62 2.32
H 0.71 3.60 1.00
H 2.32 3.40 1.72
H -0.52 0.41 4.84
H -1.99 -1.36 5.57
H -3.10 -2.89 3.94
H -2.68 -2.72 1.56
H -1.67 -4.16 0.08
H -0.14 -3.73 -0.69
H -1.54 -4.16 -1.68
H -4.08 -2.11 -0.08
H -3.98 -1.88 -1.83
H -3.76 -0.51 -0.75
H 0.05 -0.83 -2.30
H -1.54 -0.12 -2.62
H -1.13 -1.69 -3.29
F -0.59 0.92 -5.02
C -1.19 2.07 -4.73
F -2.46 1.82 -4.44
F -1.13 2.86 -5.79
S -0.30 2.89 -3.29
O 0.71 1.93 -2.91
O 0.09 4.19 -3.74
N -1.42 2.86 -2.16
S -1.94 4.01 -1.18
O -1.76 3.47 0.17
O -3.21 4.54 -1.53
C -0.74 5.44 -1.14
F -1.02 6.12 -0.04
F 0.51 4.97 -1.04
F -0.85 6.23 -2.18
C 2.90 -0.64 -2.81
N 2.65 -1.42 -1.59
C 2.50 -0.92 -0.36
Se 2.52 0.88 0.14
N 2.35 -1.95 0.49
C 2.40 -3.15 -0.20
C 2.30 -4.48 0.21
C 2.40 -5.44 -0.78
C 2.59 -5.09 -2.13
C 2.69 -3.77 -2.53
C 2.59 -2.81 -1.54
H 2.54 0.38 -2.66
H 2.36 -1.09 -3.63
H 3.96 -0.62 -3.03
H 2.24 -1.82 1.48
H 2.16 -4.74 1.25
H 2.33 -6.48 -0.51
H 2.66 -5.88 -2.87
H 2.84 -3.51 -3.57
```

Table of Löwdin atomic charges, one value per atom, all in e:
1 Sn 1.28
2 C -0.15
3 Si 0.43
4 C -0.15
5 C -0.18
6 N -0.09
7 C -0.26
8 C -0.02
9 C -0.03
10 C -0.02
11 C -0.02
12 C -0.27
13 N -0.08
14 Si 0.43
15 C -0.14
16 C -0.15
17 C -0.17
18 H 0.05
19 H 0.03
20 H 0.05
21 H 0.05
22 H 0.03
23 H 0.03
24 H 0.06
25 H -0.03
26 H 0.02
27 H 0.09
28 H 0.12
29 H 0.12
30 H 0.09
31 H 0.04
32 H 0.01
33 H 0.05
34 H 0.03
35 H 0.05
36 H 0.05
37 H 0.01
38 H 0.02
39 H 0.06
40 F 0.13
41 C -0.67
42 F 0.14
43 F 0.16
44 S 0.58
45 O -0.39
46 O -0.25
47 N -0.40
48 S 0.60
49 O -0.45
50 O -0.23
51 C -0.69
52 F 0.15
53 F 0.13
54 F 0.18
55 C 0.00
56 N -0.05
57 C -0.69
58 Se 0.73
59 N 0.14
60 C -0.19
61 C -0.01
62 C -0.06
63 C -0.06
64 C 0.01
65 C -0.16
66 H 0.04
67 H 0.10
68 H 0.11
69 H 0.16
70 H 0.12
71 H 0.11
72 H 0.11
73 H 0.12

***

| no. | E (eV) |
| --- | --- |
| 1 | -15879.221 |
| 2 | -163846.955 |